(1)
C11H18NOP | the ωB97M-V functional and the def2-TZVPD basis

Atoms and positions in Å:
C (0.305, -0.818, 2.146)
C (-0.093, -1.770, 1.002)
C (1.049, -2.081, 0.022)
P (2.079, -0.640, -0.530)
C (2.435, -1.106, -2.310)
N (1.218, -1.559, -2.987)
O (-1.303, -1.417, 0.353)
C (-1.294, -0.332, -0.551)
C (-1.377, 1.025, 0.107)
C (-0.455, 2.028, -0.167)
C (-0.570, 3.280, 0.434)
C (-1.606, 3.537, 1.319)
C (-2.537, 2.537, 1.596)
C (-2.423, 1.294, 0.991)
H (0.252, -1.337, 3.105)
H (1.319, -0.432, 2.038)
H (-0.370, 0.033, 2.200)
H (-0.345, -2.733, 1.453)
H (0.611, -2.542, -0.864)
H (1.680, -2.838, 0.490)
H (3.310, -1.083, 0.004)
H (2.771, -0.183, -2.785)
H (3.265, -1.814, -2.387)
H (1.153, -2.566, -2.976)
H (1.214, -1.258, -3.951)
H (-2.195, -0.468, -1.156)
H (-0.446, -0.375, -1.240)
H (0.369, 1.827, -0.842)
H (0.166, 4.042, 0.210)
H (-1.688, 4.507, 1.791)
H (-3.353, 2.732, 2.281)
H (-3.141, 0.509, 1.204)

Calculated values
SMILES string ... C[C@H](CPCN)OCc1ccccc1
Energy above the lowest of the compared OMol25 structures with the same formula, charge and spin ... 98.9 kJ/mol
Lowest unoccupied orbital energy ... 0.8458 eV

---

(2)
C18H31N3O3S2 | the ωB97M-V functional and the def2-TZVPD basis

Atoms and positions in Å:
C (-2.272, 2.427, 2.321)
C (-1.726, 2.150, 0.922)
C (-1.777, 3.413, 0.067)
C (-0.278, 1.617, 0.980)
N (0.609, 2.572, 1.604)
S (2.184, 2.494, 1.091)
O (2.160, 2.374, -0.338)
O (2.885, 3.581, 1.699)
C (2.844, 0.982, 1.736)
C (3.317, 0.736, 2.986)
C (3.704, -0.611, 3.155)
C (3.510, -1.350, 2.032)
S (2.859, -0.414, 0.742)
C (-0.215, 0.284, 1.732)
O (0.148, 0.243, 2.898)
N (-0.607, -0.786, 1.031)
C (-0.568, -2.121, 1.585)
C (0.202, -3.067, 0.668)
C (-0.496, -3.246, -0.683)
N (-0.523, -2.019, -1.479)
C (0.758, -1.807, -2.145)
C (1.015, -0.368, -2.589)
C (-0.049, 0.238, -3.502)
C (-1.343, 0.558, -2.758)
C (-2.294, -0.629, -2.572)
C (-1.620, -1.998, -2.440)
H (-3.330, 2.673, 2.266)
H (-1.748, 3.267, 2.769)
H (-2.152, 1.559, 2.964)
H (-2.336, 1.369, 0.454)
H (-1.116, 4.166, 0.487)
H (-2.790, 3.808, 0.039)
H (-1.455, 3.208, -0.950)
H (0.100, 1.492, -0.039)
H (0.556, 2.531, 2.614)
H (3.383, 1.497, 3.741)
H (4.103, -1.006, 4.072)
H (3.716, -2.392, 1.884)
H (-0.737, -0.772, 0.019)
H (-1.593, -2.487, 1.718)
H (-0.092, -2.056, 2.567)
H (1.212, -2.682, 0.528)
H (0.274, -4.043, 1.149)
H (-0.010, -4.066, -1.236)
H (-1.528, -3.548, -0.483)
H (0.840, -2.474, -3.023)
H (1.556, -2.080, -1.452)
H (1.136, 0.272, -1.713)
H (1.972, -0.367, -3.115)
H (-0.248, -0.422, -4.350)
H (0.355, 1.170, -3.901)
H (-1.884, 1.341, -3.294)
H (-1.074, 0.965, -1.783)
H (-2.969, -0.694, -3.428)
H (-2.909, -0.448, -1.687)
H (-1.269, -2.327, -3.429)
H (-2.392, -2.707, -2.129)

Calculated values
SMILES string ... CC(C)[C@@H](NS(=O)(=O)c1cccs1)C(=O)NCCCN1CCCCCC1
Lowest unoccupied orbital energy ... 0.5732 eV

---

(3)
C3H4O2 | the ωB97M-V functional and the def2-TZVPD basis

Atoms and positions in Å:
O (0.738, 0.176, 1.919)
C (0.329, 0.131, 0.795)
C (-1.027, 0.241, 0.113)
O (-0.408, 0.013, -1.156)
C (0.877, -0.257, -0.581)
H (-1.691, 1.110, 0.120)
H (-1.570, -0.636, 0.490)
H (1.159, -1.310, -0.713)
H (1.669, 0.408, -0.942)

Calculated values
SMILES string ... O=C1COC1
Energy above the lowest of the compared OMol25 structures with the same formula, charge and spin ... 156.4 kJ/mol
Lowest unoccupied orbital energy ... 0.8506 eV

---

(4)
C25H68N10O6P3 | the ωB97M-V functional and the def2-TZVPD basis

Atoms and positions in Å:
O (2.090, -4.237, 5.321)
C (1.628, -3.157, 5.548)
O (2.137, -2.380, 6.523)
C (0.508, -2.562, 4.708)
C (-0.351, -3.679, 4.097)
C (-1.768, -3.305, 3.608)
C (-2.798, -4.372, 4.051)
O (-3.271, -4.180, 5.368)
C (-3.853, -2.900, 5.445)
C (-2.726, -1.887, 5.431)
N (-2.203, -1.921, 4.023)
H (1.636, -1.563, 6.611)
H (-0.039, -1.817, 5.286)
H (1.030, -2.034, 3.903)
H (-0.365, -4.533, 4.768)
H (0.190, -4.021, 3.218)
H (-1.770, -3.323, 2.521)
H (-3.637, -4.438, 3.351)
H (-2.276, -5.324, 4.050)
H (-4.492, -2.787, 6.314)
H (-4.476, -2.748, 4.552)
H (-1.946, -2.157, 6.131)
H (-3.160, -0.906, 5.614)
H (-1.517, -1.187, 3.831)
H (-3.011, -1.666, 3.445)
O (-2.689, 0.605, 2.254)
P (-2.863, 0.829, 0.759)
N (-1.218, 1.219, 0.443)
C (-0.795, 1.971, -0.724)
C (-0.272, 0.151, 0.721)
N (-3.817, 2.244, 0.713)
C (-3.166, 3.535, 0.928)
C (-5.004, 2.115, 1.557)
N (-3.152, 0.284, -0.873)
C (-3.952, 1.102, -1.785)
C (-3.594, -1.124, -0.959)
H (-0.788, 1.370, -1.645)
H (0.219, 2.337, -0.551)
H (-1.417, 2.843, -0.896)
H (-0.280, -0.629, -0.057)
H (-0.500, -0.320, 1.680)
H (0.741, 0.551, 0.789)
H (-2.475, 3.533, 1.777)
H (-3.933, 4.287, 1.112)
H (-2.632, 3.865, 0.040)
H (-4.782, 2.275, 2.618)
H (-5.446, 1.119, 1.456)
H (-5.755, 2.838, 1.237)
H (-5.000, 1.201, -1.492)
H (-3.913, 0.629, -2.769)
H (-3.524, 2.094, -1.899)
H (-4.619, -1.266, -0.600)
H (-2.932, -1.760, -0.363)
H (-3.539, -1.469, -1.990)
O (4.784, 0.070, 0.865)
P (5.436, -0.897, 1.771)
N (4.201, -1.894, 2.351)
C (4.342, -2.751, 3.514)
C (3.445, -2.568, 1.305)
N (5.967, 0.077, 3.094)
C (5.066, 0.309, 4.215)
C (6.530, 1.339, 2.620)
N (6.757, -1.983, 1.752)
C (7.835, -1.870, 2.734)
C (7.325, -2.165, 0.400)
H (4.915, -3.666, 3.312)
H (3.351, -3.047, 3.838)
H (4.805, -2.247, 4.354)
H (3.991, -3.421, 0.879)
H (3.211, -1.872, 0.500)
H (2.498, -2.940, 1.709)
H (4.046, 0.570, 3.902)
H (5.455, 1.128, 4.820)
H (5.018, -0.550, 4.880)
H (5.759, 2.072, 2.361)
H (7.143, 1.181, 1.731)
H (7.176, 1.758, 3.394)
H (8.424, -0.953, 2.640)
H (8.497, -2.724, 2.575)
H (7.453, -1.939, 3.747)
H (7.877, -1.284, 0.057)
H (6.527, -2.362, -0.319)
H (7.996, -3.023, 0.387)
O (-3.367, 1.743, -5.209)
P (-2.182, 2.224, -5.954)
N (-2.052, 3.871, -5.633)
C (-1.237, 4.766, -6.433)
C (-1.949, 4.198, -4.217)
N (-2.652, 2.058, -7.604)
C (-3.338, 3.166, -8.266)
C (-3.376, 0.809, -7.821)
N (-0.536, 1.786, -6.152)
C (0.002, 1.467, -7.473)
C (-0.095, 0.776, -5.171)
H (-0.164, 4.674, -6.215)
H (-1.538, 5.794, -6.221)
H (-1.378, 4.611, -7.494)
H (-0.945, 3.991, -3.815)
H (-2.675, 3.620, -3.646)
H (-2.170, 5.255, -4.062)
H (-4.140, 3.602, -7.659)
H (-3.775, 2.804, -9.197)
H (-2.649, 3.955, -8.552)
H (-4.423, 0.870, -7.507)
H (-2.914, -0.009, -7.264)
H (-3.336, 0.549, -8.880)
H (-0.423, 0.562, -7.917)
H (1.078, 1.320, -7.350)
H (-0.136, 2.293, -8.163)
H (-0.516, -0.216, -5.374)
H (-0.399, 1.072, -4.164)
H (0.992, 0.698, -5.174)

Calculated values
Lowest unoccupied orbital energy ... -2.5999 eV
Net charge ... +1

---

(5)
C49H70BBrCrF4N3O2PSbTe | the ωB97M-V functional and the def2-TZVPD basis

Atoms and positions in Å:
Cr (-0.158, 0.799, -0.289)
C (-2.997, 3.220, 1.642)
Te (-2.583, 2.003, -0.096)
C (-4.028, 0.542, 0.479)
H (-3.871, 3.825, 1.407)
H (-2.167, 3.884, 1.873)
H (-3.221, 2.589, 2.498)
H (-4.058, 0.480, 1.563)
H (-3.733, -0.404, 0.038)
H (-4.990, 0.861, 0.085)
Br (5.182, 2.302, -0.645)
C (3.478, 2.768, 0.011)
C (3.318, 3.736, 0.986)
C (2.028, 3.990, 1.437)
C (0.983, 3.246, 0.939)
N (1.141, 2.288, 0.006)
C (2.378, 2.090, -0.480)
H (4.165, 4.285, 1.375)
H (1.842, 4.748, 2.184)
H (-0.028, 3.410, 1.290)
H (2.496, 1.369, -1.271)
C (-2.322, 6.747, -3.555)
C (-1.628, 6.022, -4.515)
C (-1.074, 4.794, -4.189)
C (-1.208, 4.295, -2.897)
C (-1.879, 5.032, -1.932)
C (-2.441, 6.258, -2.264)
Sb (-0.404, 2.307, -2.672)
C (1.557, 2.741, -3.405)
C (2.340, 1.746, -3.986)
C (3.630, 2.040, -4.403)
C (4.147, 3.315, -4.216)
C (3.374, 4.300, -3.616)
C (2.079, 4.016, -3.208)
C (-1.473, 1.558, -4.357)
C (-2.861, 1.563, -4.295)
C (-3.591, 1.034, -5.345)
C (-2.935, 0.498, -6.445)
C (-1.552, 0.531, -6.516)
C (-0.811, 1.061, -5.470)
H (-2.771, 7.696, -3.817)
H (-1.521, 6.405, -5.520)
H (-0.540, 4.223, -4.940)
H (-1.971, 4.664, -0.918)
H (-2.974, 6.827, -1.514)
H (1.941, 0.745, -4.114)
H (4.236, 1.276, -4.872)
H (5.156, 3.540, -4.534)
H (3.779, 5.293, -3.466)
H (1.469, 4.790, -2.756)
H (-3.372, 1.970, -3.429)
H (-4.672, 1.027, -5.298)
H (-3.504, 0.050, -7.248)
H (-1.040, 0.132, -7.382)
H (0.270, 1.072, -5.528)
O (-1.072, -0.725, 0.660)
P (-1.033, -1.714, 1.838)
C (0.517, -2.691, 1.762)
C (0.695, -3.331, 0.378)
C (1.917, -4.245, 0.395)
C (1.727, -5.428, 1.368)
C (0.620, -5.149, 2.393)
C (0.714, -3.713, 2.905)
C (-0.976, -0.703, 3.396)
C (0.133, 0.339, 3.240)
C (0.190, 1.327, 4.401)
C (-1.155, 2.027, 4.572)
C (-2.244, 0.984, 4.800)
C (-2.319, -0.002, 3.633)
C (-2.616, -2.627, 1.900)
C (-2.986, -3.404, 0.634)
C (-4.433, -3.884, 0.769)
C (-4.570, -4.806, 1.980)
C (-4.132, -4.092, 3.259)
C (-2.705, -3.552, 3.121)
H (1.271, -1.904, 1.849)
H (0.830, -2.545, -0.360)
H (-0.185, -3.901, 0.084)
H (2.789, -3.649, 0.683)
H (2.101, -4.615, -0.614)
H (2.662, -5.622, 1.897)
H (1.479, -6.335, 0.816)
H (0.704, -5.846, 3.226)
H (-0.358, -5.314, 1.933)
H (1.709, -3.572, 3.336)
H (0.000, -3.558, 3.718)
H (-0.737, -1.361, 4.237)
H (-0.054, 0.908, 2.319)
H (1.089, -0.163, 3.119)
H (0.980, 2.061, 4.218)
H (0.443, 0.796, 5.323)
H (-1.386, 2.603, 3.667)
H (-1.117, 2.723, 5.412)
H (-3.217, 1.463, 4.932)
H (-2.027, 0.438, 5.722)
H (-2.572, 0.544, 2.715)
H (-3.109, -0.727, 3.837)
H (-3.353, -1.823, 2.016)
H (-2.336, -4.277, 0.532)
H (-2.854, -2.797, -0.261)
H (-4.733, -4.406, -0.140)
H (-5.096, -3.020, 0.887)
H (-3.943, -5.690, 1.829)
H (-5.601, -5.148, 2.077)
H (-4.177, -4.782, 4.102)
H (-4.821, -3.269, 3.474)
H (-2.026, -4.398, 2.986)
H (-2.415, -3.034, 4.040)
F (0.006, -0.663, -2.123)
B (-1.366, -1.191, -2.428)
F (-1.494, -1.326, -3.762)
F (-1.590, -2.323, -1.709)
F (-2.206, -0.125, -1.899)
C (3.832, 0.072, 2.534)
N (4.009, -0.917, 1.487)
C (5.195, -1.752, 1.669)
C (5.267, -2.850, 0.629)
C (4.994, -2.217, -0.722)
N (3.676, -1.595, -0.704)
C (2.959, -1.559, -1.966)
C (3.235, -0.906, 0.371)
O (2.144, -0.279, 0.364)
H (4.795, 0.544, 2.743)
H (3.477, -0.389, 3.459)
H (3.128, 0.832, 2.205)
H (5.157, -2.177, 2.675)
H (6.087, -1.120, 1.607)
H (4.523, -3.623, 0.830)
H (6.253, -3.311, 0.648)
H (4.998, -2.969, -1.509)
H (5.766, -1.475, -0.956)
H (2.984, -2.547, -2.425)
H (3.423, -0.839, -2.649)
H (1.926, -1.286, -1.789)

Calculated values
Energy above the lowest of the compared OMol25 structures with the same formula, charge and spin ... 122.1 kJ/mol
Multiplicity ... 4
Lowest unoccupied orbital energy (spin up / spin down) ... -7.2415 / -5.6012 eV
Net charge ... +2

---

What did the first record say?
C11H18NOP | the ωB97M-V functional and the def2-TZVPD basis

Atoms and positions in Å:
C (0.305, -0.818, 2.146)
C (-0.093, -1.770, 1.002)
C (1.049, -2.081, 0.022)
P (2.079, -0.640, -0.530)
C (2.435, -1.106, -2.310)
N (1.218, -1.559, -2.987)
O (-1.303, -1.417, 0.353)
C (-1.294, -0.332, -0.551)
C (-1.377, 1.025, 0.107)
C (-0.455, 2.028, -0.167)
C (-0.570, 3.280, 0.434)
C (-1.606, 3.537, 1.319)
C (-2.537, 2.537, 1.596)
C (-2.423, 1.294, 0.991)
H (0.252, -1.337, 3.105)
H (1.319, -0.432, 2.038)
H (-0.370, 0.033, 2.200)
H (-0.345, -2.733, 1.453)
H (0.611, -2.542, -0.864)
H (1.680, -2.838, 0.490)
H (3.310, -1.083, 0.004)
H (2.771, -0.183, -2.785)
H (3.265, -1.814, -2.387)
H (1.153, -2.566, -2.976)
H (1.214, -1.258, -3.951)
H (-2.195, -0.468, -1.156)
H (-0.446, -0.375, -1.240)
H (0.369, 1.827, -0.842)
H (0.166, 4.042, 0.210)
H (-1.688, 4.507, 1.791)
H (-3.353, 2.732, 2.281)
H (-3.141, 0.509, 1.204)

Calculated values
SMILES string ... C[C@H](CPCN)OCc1ccccc1
Energy above the lowest of the compared OMol25 structures with the same formula, charge and spin ... 98.9 kJ/mol
Lowest unoccupied orbital energy ... 0.8458 eV

---

Please write out number 1 again, unchanged.
C11H18NOP | the ωB97M-V functional and the def2-TZVPD basis

Atoms and positions in Å:
C (0.305, -0.818, 2.146)
C (-0.093, -1.770, 1.002)
C (1.049, -2.081, 0.022)
P (2.079, -0.640, -0.530)
C (2.435, -1.106, -2.310)
N (1.218, -1.559, -2.987)
O (-1.303, -1.417, 0.353)
C (-1.294, -0.332, -0.551)
C (-1.377, 1.025, 0.107)
C (-0.455, 2.028, -0.167)
C (-0.570, 3.280, 0.434)
C (-1.606, 3.537, 1.319)
C (-2.537, 2.537, 1.596)
C (-2.423, 1.294, 0.991)
H (0.252, -1.337, 3.105)
H (1.319, -0.432, 2.038)
H (-0.370, 0.033, 2.200)
H (-0.345, -2.733, 1.453)
H (0.611, -2.542, -0.864)
H (1.680, -2.838, 0.490)
H (3.310, -1.083, 0.004)
H (2.771, -0.183, -2.785)
H (3.265, -1.814, -2.387)
H (1.153, -2.566, -2.976)
H (1.214, -1.258, -3.951)
H (-2.195, -0.468, -1.156)
H (-0.446, -0.375, -1.240)
H (0.369, 1.827, -0.842)
H (0.166, 4.042, 0.210)
H (-1.688, 4.507, 1.791)
H (-3.353, 2.732, 2.281)
H (-3.141, 0.509, 1.204)

Calculated values
SMILES string ... C[C@H](CPCN)OCc1ccccc1
Energy above the lowest of the compared OMol25 structures with the same formula, charge and spin ... 98.9 kJ/mol
Lowest unoccupied orbital energy ... 0.8458 eV